(1)
{
  "formula": "H3NO2S2",
  "method": "ωB97M-V/def2-TZVPD",
  "total_charge": 0,
  "spin_multiplicity": 1,
  "total_energy_ev": -27300.6437,
  "orbital_gap_ev": [8.779, 6.518],
  "elements": ["N", "O", "O", "S", "S", "H", "H", "H"],
  "xyz": [[0.715557, 0.527735, 1.319182], [-0.941377, 1.515034, -0.503447], [-2.668534, 0.655580, -3.214342], [-1.342249, 1.090141, -2.689655], [0.294385, 1.899275, 0.358212], [-0.200703, -0.026393, 1.503490], [1.209255, -0.110157, 0.828844], [-0.789466, -0.149425, -2.387805]],
  "forces_ev_per_a": [[-4.5, 1.6, 1.5], [0.9, 0.8, 2.1], [-0.1, 0.4, 0.1], [0.2, -1.2, -1.2], [-0.9, -1.4, -0.5], [1.7, 1.5, 0.0], [2.6, -2.3, -2.2], [0.1, 0.7, 0.0]]
}


(2)
{
  "formula": "C8H8N2OS",
  "method": "ωB97M-V/def2-TZVPD",
  "total_charge": 0,
  "spin_multiplicity": 1,
  "total_energy_ev": -24283.3372,
  "orbital_gap_ev": [7.303, 7.301],
  "elements": ["C", "C", "C", "C", "C", "C", "C", "C", "N", "N", "O", "S", "H", "H", "H", "H", "H", "H", "H", "H"],
  "xyz": [[1.461817, -1.335087, 2.113573], [1.940604, 0.051526, 2.188655], [0.482545, -1.727087, 1.185130], [1.367074, 1.035659, 1.494672], [-1.180774, -1.090193, -0.367977], [-0.159474, -0.724499, 0.438466], [0.155338, 0.712597, 0.677048], [-0.988679, 0.279356, -2.755769], [-0.381435, 1.763301, 0.119857], [-1.885602, 0.237225, -1.584409], [-1.844455, 2.734784, -1.713290], [-1.907801, 1.709779, -0.673345], [2.090594, -2.085043, 2.668801], [2.610438, 0.227818, 2.953958], [0.073717, -2.673162, 1.035398], [1.557354, 2.075362, 1.668173], [-1.323921, -2.192750, -0.416211], [-0.701098, -0.639771, -3.198489], [-1.323631, 0.973918, -3.486896], [-0.042611, 0.666266, -2.347345]],
  "forces_ev_per_a": [[-0.3, -1.8, -1.9], [-2.0, -1.1, -0.7], [3.1, 1.8, 3.3], [-1.5, -0.9, 0.0], [0.2, 2.3, -1.8], [-2.4, 2.0, -1.0], [1.5, 1.8, -1.1], [1.7, 1.1, 2.1], [-0.5, -1.2, 0.3], [0.6, -3.5, 2.3], [0.0, 0.0, 0.3], [0.6, -0.8, -0.1], [-1.1, 0.7, -0.5], [1.7, 0.6, 1.2], [0.0, -1.8, 0.2], [0.3, 0.3, -0.2], [-0.8, 1.1, -0.9], [-0.6, -1.3, -0.2], [-0.6, 0.5, -0.5], [0.2, 0.2, -0.6]]
}


(3)
{
  "formula": "C3LiO6Pb",
  "method": "ωB97M-V/def2-TZVPD",
  "total_charge": 0,
  "spin_multiplicity": 2,
  "total_energy_ev": -20846.1300,
  "orbital_gap_ev": [5.458, 6.849],
  "elements": ["O", "C", "O", "C", "O", "O", "Pb", "C", "O", "O", "Li"],
  "xyz": [[-0.110383, 1.953098, 0.008812], [-0.187602, 1.027801, -0.845924], [0.684887, 0.068321, -0.497631], [2.381232, -0.881813, -1.009519], [3.217934, -0.112133, -1.364561], [2.202240, -2.001408, -0.631448], [0.404417, 0.582522, 1.600749], [-2.190085, 0.083221, -0.557200], [-3.295675, 0.361532, -1.027530], [-2.076165, -0.454895, 0.585431], [-3.990885, -1.087423, 0.227542]],
  "forces_ev_per_a": [[-0.9, 2.2, 1.2], [-0.3, -1.3, -1.5], [-0.2, -0.9, -0.2], [4.1, -2.3, 0.2], [-2.4, 0.4, 0.1], [-1.5, 1.6, -0.4], [-0.5, -0.6, 0.0], [0.6, 1.3, 0.2], [-0.4, -0.6, -0.6], [0.6, -0.7, 1.1], [0.8, 0.8, -0.3]]
}


(4)
{
  "formula": "C27H61Cl2N4O11",
  "method": "ωB97M-V/def2-TZVPD",
  "total_charge": -1,
  "spin_multiplicity": 1,
  "total_energy_ev": -82493.9229,
  "orbital_gap_ev": 5.069,
  "elements": ["N", "H", "H", "H", "H", "Cl", "O", "O", "O", "O", "Cl", "O", "O", "O", "O", "C", "C", "C", "C", "C", "C", "N", "O", "C", "C", "C", "H", "H", "H", "H", "H", "H", "H", "H", "H", "H", "H", "H", "H", "H", "H", "H", "H", "H", "H", "C", "C", "C", "C", "C", "C", "N", "O", "C", "C", "C", "H", "H", "H", "H", "H", "H", "H", "H", "H", "H", "H", "H", "H", "H", "H", "H", "H", "H", "H", "C", "C", "C", "C", "C", "C", "N", "O", "C", "C", "C", "H", "H", "H", "H", "H", "H", "H", "H", "H", "H", "H", "H", "H", "H", "H", "H", "H", "H", "H"],
  "xyz": [[-1.762651, 0.154561, 3.543775], [-2.020786, -0.650938, 4.095706], [-2.619607, 0.514623, 3.148694], [-1.066586, -0.106885, 2.860228], [-1.340647, 0.837748, 4.156377], [-3.114919, 4.399960, 7.720251], [-4.148957, 3.746054, 6.997948], [-3.299705, 4.023162, 9.081832], [-1.915202, 3.905869, 7.182087], [-3.168699, 5.762238, 7.524224], [-5.763166, -2.641161, 8.376925], [-5.835748, -2.240535, 9.749547], [-6.007299, -4.039301, 8.378640], [-6.839019, -2.035239, 7.716377], [-4.612741, -2.307870, 7.689482], [5.199716, -1.094086, -6.169174], [3.836375, -0.809557, -5.504426], [2.823076, -1.225648, -6.624275], [2.596233, -2.735898, -6.652465], [2.188511, -3.251992, -5.283516], [3.198626, -2.924668, -4.127838], [3.667093, -1.510936, -4.269453], [4.703933, -1.219693, -3.388996], [2.483908, -3.123994, -2.756780], [4.313839, -4.048671, -4.234558], [3.703401, 0.710886, -5.282763], [5.080893, -0.593209, -7.129942], [5.324659, -2.152626, -6.397215], [6.113344, -0.634469, -5.792157], [1.873506, -0.763230, -6.354851], [3.075012, -0.762485, -7.578261], [3.564669, -3.189720, -6.862897], [1.916830, -3.011641, -7.458992], [2.110242, -4.324980, -5.458634], [1.210215, -2.798168, -5.125140], [2.146784, -4.139056, -2.546851], [3.187375, -2.818958, -1.982069], [1.576999, -2.519364, -2.762964], [4.860928, -4.120018, -5.174612], [5.009623, -3.967060, -3.399492], [3.855252, -5.030655, -4.118338], [4.439937, 0.955390, -4.517363], [2.735043, 1.050518, -4.915265], [3.996418, 1.378216, -6.093250], [5.517106, -1.429142, -3.854269], [-7.789574, -2.046358, -1.388038], [-6.307958, -1.955858, -1.019362], [-5.398273, -2.475966, -2.231000], [-5.375874, -1.523456, -3.523457], [-4.951163, -0.153776, -3.042861], [-5.732203, 0.437724, -1.801460], [-5.804391, -0.567981, -0.732341], [-6.096600, -0.084827, 0.549053], [-4.942482, 1.764590, -1.281527], [-7.092498, 1.005020, -2.318201], [-5.967849, -2.869847, 0.269469], [-8.329680, -1.173375, -1.021597], [-7.896604, -2.189901, -2.463237], [-8.232129, -2.938992, -0.945931], [-4.338248, -2.723749, -2.175874], [-5.921178, -3.397429, -2.487078], [-4.780207, -1.968726, -4.320326], [-6.430399, -1.456300, -3.790996], [-5.137873, 0.399710, -3.963119], [-3.888994, -0.184083, -2.799973], [-4.092147, 1.513863, -0.647358], [-5.544888, 2.401022, -0.633326], [-4.547276, 2.359658, -2.104818], [-7.873362, 1.078941, -1.561295], [-7.580458, 0.375849, -3.062599], [-7.131648, 1.984402, -2.795049], [-6.714976, -2.737999, 1.052111], [-6.002590, -3.838541, -0.229056], [-4.965742, -2.711721, 0.668043], [-7.022747, 0.164949, 0.510540], [5.717269, 0.744253, 3.365858], [4.403586, 1.286379, 3.969664], [4.546584, 2.039964, 5.250095], [5.112465, 3.511437, 4.976863], [4.184867, 4.308493, 3.973642], [3.866480, 3.493442, 2.651660], [3.515709, 2.086079, 3.027612], [2.868549, 1.404972, 1.952757], [2.617064, 4.227805, 2.090313], [5.075612, 3.771559, 1.767802], [3.637856, -0.049505, 4.375582], [6.127299, 0.164255, 4.192642], [6.403266, 1.583953, 3.254474], [5.656959, 0.134363, 2.464474], [3.633522, 2.037485, 5.845427], [5.306034, 1.427076, 5.735579], [6.053653, 3.451259, 4.430385], [5.337084, 4.035193, 5.906017], [4.714002, 5.221667, 3.701190], [3.321004, 4.747612, 4.472658], [2.125724, 3.690282, 1.279286], [1.825461, 4.213616, 2.839487], [2.809136, 5.249341, 1.762186], [5.142994, 3.015598, 0.985449], [5.238010, 4.787745, 1.408500], [5.973629, 3.459265, 2.300846], [4.163462, -0.584180, 5.166751], [3.458608, -0.777418, 3.584309], [2.730672, 0.258479, 4.895446], [3.529636, 1.355316, 1.258422]],
  "forces_ev_per_a": [[0.1, -0.2, 0.4], [-0.1, -0.5, 0.5], [-0.3, 0.4, -0.4], [0.1, -0.1, -0.6], [0.0, 0.6, 0.5], [-1.9, -3.6, 0.3], [-1.9, -0.4, -1.3], [0.7, 0.4, 1.3], [3.4, -0.9, -0.5], [-0.2, 4.5, -0.1], [-4.0, -1.1, 2.5], [1.4, 0.9, 0.8], [0.7, -2.3, -0.5], [-2.4, 1.7, -1.8], [4.3, 0.8, -1.2], [0.0, 0.6, -1.0], [0.4, 0.5, -2.3], [-1.0, -0.1, 1.5], [1.5, 0.7, -0.2], [-0.1, 0.7, -0.5], [0.0, -1.4, -1.3], [-1.8, -1.1, 0.9], [0.0, 0.1, 0.5], [0.4, 0.7, -0.7], [-0.3, 0.5, 0.5], [0.8, 0.2, 0.9], [0.3, -0.1, -0.2], [0.2, 0.0, 0.2], [-0.1, -0.2, 0.7], [-0.3, 0.1, 0.1], [0.3, -0.2, 0.1], [0.1, -0.3, -0.5], [-0.1, -0.1, 0.2], [-0.3, -0.1, 0.8], [-0.2, -0.3, 0.6], [0.3, -0.2, -0.4], [-0.3, 0.1, 0.2], [0.2, 0.3, 0.3], [0.0, 0.5, -0.1], [0.2, 0.2, -0.1], [-0.3, 0.1, 0.1], [-0.1, 0.1, 0.3], [-0.1, -0.4, 0.0], [-0.1, -0.5, -0.6], [0.5, -0.2, -0.1], [0.3, -0.5, 0.1], [3.0, 0.7, 0.9], [-1.1, 0.3, -1.5], [-1.7, -1.2, 3.2], [0.0, -0.1, 0.0], [0.3, 2.1, -0.6], [1.1, -0.8, -1.0], [-0.2, 0.0, -0.6], [-0.2, -1.5, 0.2], [-1.1, -0.6, -0.1], [-0.5, 0.9, -2.2], [-0.1, -0.1, -0.2], [-0.2, 0.5, 0.0], [-0.1, 0.0, 0.2], [0.0, 0.0, 1.5], [0.2, -0.3, -0.3], [0.0, 0.3, 0.1], [0.0, 0.0, -0.7], [0.4, 1.2, 0.4], [0.1, 0.2, 0.0], [0.1, -0.4, -0.1], [-0.4, -0.1, -0.3], [-0.3, -0.1, -0.2], [0.2, 0.0, 0.5], [0.2, -0.5, -0.1], [0.9, 0.2, 0.1], [0.1, -0.2, -0.1], [-0.2, -0.5, 0.8], [-0.1, 0.2, -0.2], [-0.6, 0.3, 0.4], [0.3, 1.3, 1.2], [-2.3, -2.5, -2.3], [1.8, 1.8, -0.4], [-1.2, -0.8, -0.9], [0.6, -0.6, 1.1], [-0.8, 2.0, 1.6], [0.0, 1.1, 0.7], [0.8, 0.0, 0.8], [-0.6, -1.2, -0.1], [1.0, -2.2, -0.2], [-0.2, 1.1, 0.4], [0.3, -0.4, -0.3], [0.2, -0.1, -0.5], [-0.3, 0.2, 0.1], [0.0, 0.1, -0.2], [0.0, 0.4, 0.8], [0.3, -0.4, 0.3], [-0.3, 0.1, -0.1], [0.3, -0.1, -0.3], [-0.5, -0.8, 0.0], [0.5, 0.0, -0.4], [0.2, 0.3, 0.3], [0.2, -0.1, 0.2], [-0.4, 0.4, -0.9], [-0.5, -0.2, 0.0], [0.2, 0.5, 0.4], [0.5, 0.1, -0.1], [-0.1, 0.4, -0.2], [-0.5, -0.2, -0.5], [0.2, -0.2, -0.5]]
}


For reference, relative energy (zero: lowest compared OMol25 entry of this formula, charge and spin) by record: 174.0, 436.0, 0.0, 658.3 kJ/mol.